(1)
Density functional theory data (ωB97M-V/def2-TZVPD) for C18H22N4O4 in the gas phase at a distorted geometry.

CARTESIAN COORDINATES (ANGSTROEM)
C1 -6.7204 -0.9451 0.3444
C2 -5.4959 -1.1674 -0.5397
N1 -4.3069 -0.5380 0.0073
C3 -3.5507 -1.2740 0.9970
C4 -2.8226 -2.4830 0.4147
C5 -4.0493 0.7273 -0.3658
O1 -4.7882 1.3796 -1.0864
C6 -2.8221 1.3851 0.1695
N2 -2.9303 2.4997 0.9525
C7 -1.6792 2.9823 1.1479
N3 -0.7870 2.2635 0.5361
C8 -1.4718 1.2611 -0.0971
C9 -0.7758 0.2966 -0.9652
O2 -1.3281 -0.6096 -1.5650
N4 0.5513 0.5312 -1.0284
C10 1.4252 -0.2431 -1.8676
C11 2.8752 0.1877 -1.7932
O3 3.7561 -0.3364 -2.4194
O4 3.0549 1.2193 -0.9650
C12 4.4008 1.6741 -0.8029
C13 5.2313 0.7063 -0.0007
C14 6.5388 0.4229 -0.3676
C15 7.2935 -0.4661 0.3773
C16 6.7444 -1.0854 1.4870
C17 5.4379 -0.8101 1.8531
C18 4.6851 0.0853 1.1151
H1 -7.5864 -1.4274 -0.1002
H2 -6.9239 0.1190 0.4328
H3 -6.5675 -1.3587 1.3392
H4 -5.3001 -2.2329 -0.6624
H5 -5.6731 -0.7229 -1.5212
H6 -2.8202 -0.5945 1.4407
H7 -4.2398 -1.5983 1.7868
H8 -3.5190 -3.2628 0.1188
H9 -2.2477 -2.1746 -0.4539
H10 -2.1484 -2.8940 1.1615
H11 -3.8008 2.8987 1.2666
H12 -1.4674 3.8480 1.7428
H13 0.9192 1.3267 -0.5274
H14 1.1056 -0.1833 -2.9173
H15 1.3720 -1.3049 -1.5924
H16 4.8503 1.8292 -1.7890
H17 4.3061 2.6326 -0.2842
H18 6.9643 0.8948 -1.2407
H19 8.3104 -0.6821 0.0851
H20 7.3321 -1.7845 2.0631
H21 5.0037 -1.2933 2.7159
H22 3.6646 0.3014 1.3979

Forces on atoms 1 to 2 (eV/Å):
C 0.2 0.0 -0.1
C -0.3 0.1 -0.1

Summary:
**E**: -33175.0281 eV
**SMILES**: CCN(CC)C(=O)c1[nH]cnc1C(=O)NCC(=O)OCc1ccccc1

Quick look at the Löwdin charges, all values in e: -0.07, -0.19, -0.06, -0.19, -0.07, -0.41, 0.07, -0.10, 0.14, -0.17, 0.12, -0.15, -0.43, 0.06, 0.08, -0.06, -0.47, 0.13, -0.01, -0.10, -0.21, -0.04, -0.08, -0.09, -0.08, -0.03, 0.07, 0.07, 0.06, 0.11, 0.12, 0.12, 0.12, 0.06, 0.05, 0.08, 0.17, 0.12, 0.12, 0.15, 0.15, 0.13, 0.14, 0.12, 0.10, 0.10, 0.10, 0.12

(2)
Density functional theory data (ωB97M-V/def2-TZVPD) for a molecular structure, C16H42BF4N2O6 at a distorted geometry.

CARTESIAN COORDINATES (ANGSTROEM)
B1 50.6450 53.4490 89.9620
F1 50.0590 54.0820 88.8930
F2 49.7170 53.1020 90.8310
F3 51.4690 52.3340 89.6020
F4 51.4430 54.3320 90.6740
C1 49.1270 51.8660 86.6900
C2 48.0870 51.0280 86.0120
N1 47.2650 50.4630 85.4670
H1 49.1440 52.8250 86.3390
H2 48.7770 51.9430 87.7660
H3 50.0190 51.3170 86.9030
C3 52.7100 53.5620 86.5130
C4 52.4390 52.9440 85.1450
N2 52.1660 52.5100 84.1450
H4 52.7030 52.6690 87.0170
H5 53.4460 54.1020 86.5520
H6 51.8150 54.5510 86.7290
C5 50.9310 57.4610 87.0480
C6 49.7730 56.8580 87.6200
O1 48.6240 57.7650 87.4890
H7 51.4470 58.4480 87.6190
H8 51.0330 57.7670 85.9770
H9 51.6370 56.8160 87.1460
H10 49.9730 56.6710 88.6180
H11 49.4110 55.8330 87.0980
H12 48.8000 58.4080 88.0860
C7 52.1000 48.0000 91.5310
C8 51.8390 49.6010 91.5060
O2 52.6340 50.1440 90.4510
H13 53.1980 47.8870 91.5880
H14 51.8080 47.3270 90.6590
H15 51.6610 47.7810 92.3640
H16 52.2470 50.0270 92.4210
H17 50.8040 49.8340 91.3470
H18 52.3140 50.9280 90.0680
C9 56.2290 52.8170 89.5140
C10 54.7550 52.9660 89.9160
O3 54.3710 54.1600 89.2790
H19 56.3390 51.9250 89.9000
H20 56.8330 53.6830 89.8760
H21 56.4890 52.9000 88.4260
H22 54.7010 52.9460 91.1210
H23 54.2520 52.2290 89.5950
H24 53.4280 54.2360 89.5460
C11 52.5240 52.3730 95.0930
C12 51.7810 52.8230 93.7540
O4 52.7440 53.2130 92.8330
H25 53.1500 51.4220 95.0240
H26 51.7020 52.1770 96.0360
H27 53.0990 53.1750 95.2720
H28 51.1200 53.6160 94.0280
H29 50.9970 52.0620 93.2430
H30 52.1670 53.6410 92.0730
C13 45.7800 51.2530 89.1690
C14 46.8230 51.7520 90.2550
O5 48.0780 51.0760 90.0500
H31 46.2090 51.5940 88.2260
H32 44.8430 51.8390 89.2230
H33 45.5560 50.2710 89.2450
H34 46.5030 51.5180 91.2600
H35 47.0660 52.6770 90.2010
H36 48.8590 51.6960 90.1990
C15 48.5580 56.6050 93.7050
C16 49.1070 55.7550 92.4580
O6 50.4520 56.1730 92.4120
H37 47.4070 56.8780 93.6680
H38 48.7130 57.7140 93.6840
H39 48.9880 56.4290 94.6050
H40 48.6430 56.3070 91.6460
H41 48.9540 54.6070 92.6250
H42 50.9070 55.6480 91.7290

Forces on atoms 1 to 2 (eV/Å):
B 1.3 -0.1 -1.4
F 0.2 0.0 -0.9

Summary:
**E**: -44083.7533 eV
**Net charge**: -1

Quick look at the Löwdin charges, all values in e: -1.39, 0.16, 0.21, 0.11, 0.11, -0.04, -0.27, 0.11, 0.04, 0.08, 0.08, 0.00, -0.27, 0.11, 0.04, -0.06, 0.19, -0.13, -0.30, -0.06, 0.16, 0.10, -0.03, 0.08, 0.16, 0.00, -0.05, -0.24, -0.09, 0.07, 0.09, -0.02, 0.09, 0.10, 0.00, -0.07, -0.30, -0.08, 0.01, 0.09, 0.09, 0.17, 0.02, 0.07, -0.08, -0.36, -0.11, 0.07, 0.13, -0.01, 0.07, 0.14, 0.10, -0.03, -0.25, -0.12, 0.05, 0.07, 0.02, 0.10, 0.03, 0.07, -0.10, -0.28, -0.11, 0.10, 0.06, 0.01, 0.10, 0.14, 0.05

In order of appearance, ΔE to the lowest compared entry with this formula, charge and spin = 45.8 39.6 kcal/mol.
In order of appearance, Kohn-Sham gap = 9.78 9.89 eV.
In order of appearance, E_HOMO = -9.140 -7.314 eV.